Record 1
# C10H20N2

The molecule C10H20N2 (ωB97M-V/def2-TZVPD, the Open Molecules 2025 dataset).

Each line ends with the Mulliken charge.
Geometry (Å):
C  -1.055  1.982  2.044  -0.42
N  -0.254  0.974  1.827  -0.87
N  -0.169  0.496  0.482  1.04
C  -0.957  -0.814  0.248  1.19
C  -0.370  -2.002  1.060  -1.48
C  -2.479  -0.512  0.710  -1.89
C  -1.032  -1.200  -1.259  -0.94
C  0.289  -0.999  -2.097  -0.69
C  0.971  0.377  -1.827  -1.18
C  1.143  0.658  -0.269  1.15
C  1.472  2.218  -0.212  -1.47
C  2.238  -0.222  0.286  -1.86
H  -1.621  2.387  1.262  0.34
H  -1.388  2.416  3.024  0.25
H  0.697  -2.208  0.907  0.28
H  -0.962  -2.840  0.691  0.43
H  -0.443  -1.939  2.163  0.33
H  -2.674  -0.662  1.785  0.35
H  -2.795  0.476  0.435  0.42
H  -3.160  -1.224  0.261  0.45
H  -1.433  -2.224  -1.438  0.40
H  -1.706  -0.466  -1.729  0.39
H  0.051  -1.088  -3.127  0.45
H  1.091  -1.782  -1.839  0.27
H  0.183  1.221  -2.146  0.28
H  1.888  0.426  -2.278  0.46
H  0.811  2.958  -0.664  0.32
H  2.503  2.464  -0.611  0.34
H  1.491  2.315  0.946  0.39
H  2.339  -1.133  -0.229  0.41
H  2.192  -0.335  1.416  0.31
H  3.138  0.283  0.178  0.53

Summary:
* SMILES: C=NN1C(C)(C)CCCC1(C)C
* gap between HOMO and LUMO: 8.55 eV
* relative energy (zero: lowest compared OMol25 entry of this formula, charge and spin): 51.5 kcal/mol
* E: -502.4179 hartree
* lowest unoccupied orbital energy: 0.035 Eh
* net charge: 0

***

Record 2
# C10H20N2O4

The molecule C10H20N2O4 (ωB97M-V/def2-TZVPD, the Open Molecules 2025 dataset).

Each line ends with the Mulliken charge.
Geometry (Å):
C  -0.996  -1.404  -3.654  -1.10
C  -1.735  -0.144  -4.349  -0.24
C  -2.673  0.421  -3.423  -0.94
C  -2.158  1.285  -1.998  -0.65
N  -1.669  0.385  -0.904  -0.14
C  -0.111  0.545  -0.737  0.42
O  0.694  1.314  -1.120  -0.53
O  0.020  -0.460  0.175  -0.40
C  1.568  -0.715  0.679  0.34
C  2.434  -1.356  -0.272  -1.45
C  1.215  -1.154  2.065  -0.85
N  0.584  -0.438  3.075  0.02
C  1.382  0.304  3.783  0.57
O  2.450  0.148  4.238  -0.53
O  0.502  1.240  4.561  -0.42
C  1.003  1.787  5.720  -0.97
H  -1.692  -1.979  -3.213  0.41
H  -0.354  -1.757  -4.358  0.47
H  -0.164  -1.204  -2.895  0.03
H  -0.885  0.737  -4.506  0.18
H  -2.202  -0.507  -5.138  0.44
H  -3.351  1.204  -3.863  0.30
H  -3.384  -0.081  -2.881  0.49
H  -2.946  1.855  -1.628  0.46
H  -1.177  1.868  -2.486  0.20
H  -2.137  -0.375  -0.558  0.23
H  1.737  0.387  0.849  0.40
H  2.211  -0.670  -1.298  0.19
H  3.316  -1.533  0.024  0.58
H  1.927  -2.268  -0.462  0.38
H  2.258  -1.218  2.458  0.48
H  1.009  -2.290  1.887  0.18
H  -0.303  -0.188  2.701  0.31
H  1.408  1.201  6.387  0.40
H  1.768  2.404  5.305  0.34
H  0.452  2.655  5.835  0.40

Summary:
* SMILES: CCCCNC(=O)O[C@H](C)CNC(=O)OC
* gap between HOMO and LUMO: 9.64 eV
* relative energy (zero: lowest compared OMol25 entry of this formula, charge and spin): 202.9 kcal/mol
* E: -803.2529 hartree
* lowest unoccupied orbital energy: 0.027 Eh
* net charge: 0

***

no.,largest force on an atom (eV Å⁻¹)
1,6.33
2,9.96